Record 1
{
  "formula": "C48H53FMnN9O3S",
  "method": "ωB97M-V with the def2-TZVPD basis set",
  "spin_multiplicity": 6,
  "charge": 1,
  "e_lumo_ev": [-3.385, -3.385],
  "homo_lumo_gap_ev": [4.204, 4.279],
  "species": ["Mn", "F", "C", "C", "C", "C", "O", "C", "C", "N", "C", "C", "C", "C", "C", "C", "N", "C", "C", "N", "C", "C", "C", "O", "O", "H", "H", "H", "H", "H", "H", "H", "H", "H", "H", "H", "H", "H", "H", "H", "H", "H", "H", "C", "C", "C", "C", "C", "C", "C", "N", "C", "C", "C", "C", "C", "C", "C", "N", "C", "C", "C", "C", "H", "H", "H", "H", "H", "H", "H", "H", "H", "H", "H", "H", "H", "H", "H", "H", "H", "H", "H", "H", "H", "H", "H", "H", "S", "C", "N", "N", "C", "C", "C", "C", "C", "C", "N", "N", "C", "C", "C", "C", "C", "C", "H", "H", "H", "H", "H", "H", "H", "H", "H", "H", "H"],
  "coordinates": [[0.697, -0.287, -0.099], [6.226, 3.389, 0.924], [5.261, 3.135, 1.833], [4.236, 2.305, 1.491], [3.254, 1.992, 2.436], [2.169, 1.083, 2.072], [2.210, 0.522, 0.953], [1.129, 0.926, 3.017], [1.254, 1.524, 4.239], [2.278, 2.317, 4.608], [2.305, 2.881, 5.942], [2.143, 4.365, 6.103], [1.037, 3.437, 6.507], [3.307, 2.573, 3.706], [4.373, 3.420, 4.035], [5.359, 3.712, 3.113], [6.404, 4.601, 3.504], [7.149, 5.326, 2.489], [7.828, 6.524, 3.122], [8.742, 6.040, 4.221], [7.967, 5.254, 5.247], [7.282, 4.099, 4.548], [-0.138, 0.151, 2.755], [-0.919, -0.012, 3.671], [-0.327, -0.255, 1.542], [4.182, 1.885, 0.494], [0.472, 1.363, 4.969], [2.974, 2.361, 6.617], [1.993, 4.943, 5.202], [2.722, 4.853, 6.875], [0.156, 3.420, 5.882], [0.851, 3.269, 7.557], [4.402, 3.895, 5.005], [6.472, 5.701, 1.725], [7.898, 4.702, 1.981], [7.110, 7.195, 3.590], [8.437, 7.072, 2.406], [9.234, 6.821, 4.657], [9.454, 5.433, 3.808], [7.238, 5.943, 5.668], [8.663, 4.928, 6.018], [6.713, 3.543, 5.290], [8.039, 3.408, 4.137], [4.783, -3.438, -4.817], [4.643, -4.167, -3.480], [4.042, -5.558, -3.723], [6.036, -4.309, -2.853], [3.722, -3.413, -2.530], [3.666, -3.751, -1.168], [2.836, -3.061, -0.315], [2.067, -2.050, -0.741], [2.099, -1.745, -2.029], [2.889, -2.398, -2.962], [1.639, 0.750, -2.570], [0.991, 1.293, -3.805], [0.495, 2.542, -3.820], [0.411, 3.295, -2.587], [0.640, 2.616, -1.431], [1.147, 1.372, -1.350], [-0.074, 3.174, -5.089], [0.306, 2.401, -6.351], [0.455, 4.612, -5.221], [-1.605, 3.206, -4.980], [5.532, -3.942, -5.428], [5.100, -2.402, -4.680], [3.850, -3.438, -5.382], [4.651, -6.108, -4.442], [3.029, -5.480, -4.121], [4.000, -6.138, -2.800], [6.715, -4.769, -3.572], [6.027, -4.939, -1.965], [6.444, -3.335, -2.577], [4.270, -4.554, -0.770], [2.777, -3.304, 0.738], [2.841, -2.072, -3.989], [0.989, 0.664, -4.680], [-0.017, 4.284, -2.554], [0.352, 3.054, -0.477], [1.389, 2.365, -6.489], [-0.127, 2.891, -7.225], [-0.073, 1.379, -6.329], [1.525, 4.659, -5.012], [-0.050, 5.293, -4.536], [0.288, 4.980, -6.235], [-2.011, 2.194, -4.992], [-2.039, 3.761, -5.815], [-1.920, 3.684, -4.052], [-1.178, -1.253, -0.954], [-0.806, -1.616, -2.639], [-1.687, -2.335, -3.420], [-2.821, -2.660, -2.838], [-3.726, -3.533, -3.458], [-4.996, -3.653, -2.900], [-5.915, -4.508, -3.482], [-5.574, -5.233, -4.617], [-4.304, -5.102, -5.161], [-3.367, -4.256, -4.587], [0.236, -1.170, -3.263], [1.199, -0.682, -2.315], [3.188, 0.814, -2.684], [3.763, 1.331, -3.839], [5.143, 1.369, -4.011], [5.984, 0.886, -3.025], [5.427, 0.382, -1.855], [4.052, 0.355, -1.687], [-3.008, -2.383, -1.878], [-5.257, -3.079, -2.020], [-6.902, -4.603, -3.050], [-6.296, -5.895, -5.076], [-4.032, -5.671, -6.040], [-2.374, -4.148, -4.998], [3.117, 1.712, -4.618], [5.553, 1.782, -4.924], [7.057, 0.900, -3.164], [6.066, -0.004, -1.069], [3.655, -0.039, -0.768]]
}


Record 2
{
  "formula": "C25H33IrN5O5PS",
  "method": "ωB97M-V with the def2-TZVPD basis set",
  "spin_multiplicity": 6,
  "charge": 3,
  "e_lumo_ev": [-8.987, -12.682],
  "homo_lumo_gap_ev": [7.326, 3.864],
  "de_lowest_kj_mol": 90.55,
  "species": ["Ir", "O", "S", "O", "O", "C", "C", "C", "C", "C", "C", "P", "C", "C", "C", "C", "C", "C", "C", "C", "C", "C", "C", "C", "H", "H", "H", "H", "H", "H", "H", "H", "H", "H", "H", "H", "H", "H", "C", "O", "C", "O", "N", "N", "H", "H", "H", "H", "H", "H", "C", "N", "C", "C", "N", "N", "C", "C", "H", "H", "H", "H", "H", "H", "H", "H", "H", "H", "H", "H", "H"],
  "coordinates": [[-0.043, 0.693, -1.047], [0.011, -1.864, -3.872], [-0.296, -1.753, -2.495], [-1.325, -0.683, -2.129], [0.845, -1.456, -1.571], [-0.994, -3.200, -1.809], [-1.307, -4.292, -2.589], [-1.877, -5.404, -1.971], [-2.133, -5.399, -0.610], [-1.824, -4.283, 0.168], [-1.240, -3.171, -0.426], [-0.863, -1.693, 0.557], [0.415, -2.175, 1.765], [1.030, -3.413, 1.718], [2.079, -3.784, 2.670], [2.536, -2.890, 3.623], [1.980, -1.635, 3.634], [0.952, -1.257, 2.668], [-2.366, -1.187, 1.371], [-3.567, -1.385, 0.674], [-4.763, -0.961, 1.230], [-4.774, -0.333, 2.469], [-3.582, -0.111, 3.156], [-2.380, -0.519, 2.607], [-1.107, -4.276, -3.653], [-2.127, -6.274, -2.564], [-2.589, -6.263, -0.146], [-2.063, -4.286, 1.226], [0.754, -4.133, 0.956], [2.480, -4.790, 2.625], [3.296, -3.175, 4.338], [2.303, -0.899, 4.361], [0.652, -0.215, 2.628], [-3.572, -1.875, -0.292], [-5.690, -1.136, 0.700], [-5.714, -0.024, 2.908], [-3.595, 0.366, 4.127], [-1.470, -0.329, 3.158], [-2.294, 3.934, 2.694], [-1.382, 2.833, 2.424], [-1.270, 2.328, 1.225], [-0.409, 1.452, 1.033], [-2.096, 2.766, 0.248], [-1.996, 2.176, -1.021], [-2.098, 4.220, 3.719], [-3.326, 3.594, 2.599], [-2.078, 4.770, 2.031], [-2.869, 3.384, 0.445], [-1.992, 2.896, -1.739], [-2.786, 1.556, -1.191], [1.857, 4.137, -3.445], [2.826, 3.427, -2.612], [4.125, 4.097, -2.466], [2.460, 2.405, -1.827], [1.169, 2.269, -1.454], [3.384, 1.536, -1.414], [4.586, 1.234, -2.205], [3.173, 0.682, -0.248], [2.372, 4.512, -4.326], [1.418, 4.993, -2.924], [1.076, 3.458, -3.783], [3.947, 5.152, -2.261], [4.718, 4.012, -3.376], [4.677, 3.675, -1.632], [0.660, 3.131, -1.600], [4.502, 1.677, -3.193], [4.655, 0.154, -2.320], [5.489, 1.598, -1.717], [2.617, 1.226, 0.516], [4.150, 0.430, 0.159], [2.662, -0.249, -0.506]]
}


Record 3
{
  "formula": "C3H6N2",
  "method": "ωB97M-V with the def2-TZVPD basis set",
  "spin_multiplicity": 1,
  "e_lumo_ev": 0.814,
  "homo_lumo_gap_ev": 9.822,
  "de_lowest_kj_mol": 314.78,
  "species": ["C", "N", "N", "C", "C", "H", "H", "H", "H", "H", "H"],
  "coordinates": [[-2.272, -0.713, -0.494], [-1.011, -0.330, -0.560], [-0.011, -1.107, 0.214], [1.009, -0.404, 0.536], [1.341, 1.007, 0.014], [-2.908, -0.039, -0.982], [-2.431, -1.739, -0.126], [1.798, -0.700, 1.452], [0.642, 1.331, -0.740], [2.502, 0.893, -0.224], [1.341, 1.801, 0.910]]
}


Record 4
{
  "formula": "C4H6AlO2",
  "method": "ωB97M-V with the def2-TZVPD basis set",
  "spin_multiplicity": 2,
  "charge": 2,
  "e_lumo_ev": [-11.154, -12.814],
  "homo_lumo_gap_ev": [7.677, 5.120],
  "de_lowest_kj_mol": 462.77,
  "species": ["C", "O", "H", "H", "C", "C", "H", "H", "H", "C", "O", "Al", "H"],
  "coordinates": [[0.006, -1.056, 0.346], [0.141, -2.248, -0.268], [0.298, -1.160, 1.393], [0.516, -2.164, -1.152], [-1.523, -0.104, 0.481], [-0.825, 1.188, 0.193], [-2.381, -0.285, -0.181], [-0.660, 1.582, 1.217], [-1.348, 1.853, -0.511], [0.492, 0.761, -0.385], [1.548, 0.371, 0.293], [3.167, 0.535, 0.057], [0.567, 0.728, -1.482]]
}


| no. | strongest force on any atom (hartree/bohr) |
| --- | --- |
| 1 | 0.016 |
| 2 | 0.017 |
| 3 | 0.113 |
| 4 | 0.108 |